This record from OMol25 describes a 2-piece molecular cluster, CH6NOP overall at a distorted geometry. The level of theory is ωB97M-V with the def2-TZVPD basis set.

Results
- E_HOMO (eV) = -7.90
- maximum force (eV/A) = 2.5
- E_tot (eV) = -13958.0564
- LUMO (eV) = 0.318
- gap between HOMO and LUMO (eV) = 8.218

Cartesian coordinates (Å):
1 C 0.8797 -0.2341 -0.6749
2 N -0.4980 -0.6388 -0.6997
3 O -0.1674 -0.1956 1.7485
4 P -1.3462 -0.0438 0.6608
5 H 1.4054 -0.3655 -1.7056
6 H 0.8761 0.8834 -0.3572
7 H 1.2871 -0.9324 0.0232
8 H -0.9432 -0.4823 -1.5838
9 H -0.4062 -0.1612 2.7008
10 H -1.0874 2.1702 -0.1123

Atoms 1-2, force components in eV/Å:
C 1.0 1.3 -1.8
N -1.0 0.1 1.2

***

This record from OMol25 describes the molecule CH6NOPS2 at a distorted geometry. The level of theory is ωB97M-V with the def2-TZVPD basis set.

Results
- E_HOMO (eV) = -9.13
- maximum force (eV/A) = 4.3
- E_tot (eV) = -35631.9088
- LUMO (eV) = 0.378
- gap between HOMO and LUMO (eV) = 9.504

Cartesian coordinates (Å):
1 C -1.0431 0.2919 1.5480
2 S -0.3603 1.2150 0.0653
3 P 0.3630 -0.6073 -0.6712
4 N 2.3148 -0.2001 -0.3050
5 O 0.2189 -0.5027 -2.2477
6 S -0.1430 -2.3194 0.0731
7 H -1.0487 0.9345 2.3784
8 H -0.3934 -0.4771 1.6584
9 H -2.0021 -0.0801 1.2469
10 H 2.7396 -1.0880 -0.4902
11 H 2.2829 -0.1576 0.8019
12 H 0.5337 0.3887 -2.4379

Atoms 1-2, force components in eV/Å:
C -1.2 2.2 -1.8
S -0.5 -0.9 0.7

***

Q: Which formula does entry 1 have?
A: CH6NOP